Record 1
{"formula": "C2HCl2NO", "method": "the ωB97M-V functional and the def2-TZVPD basis", "symbols": ["N", "C", "C", "O", "Cl", "Cl", "H"], "xyz": [[0.345, 1.651, -1.591], [-0.750, 1.717, -1.322], [-2.169, 1.623, -1.073], [-2.977, 1.180, -1.767], [-2.526, 2.195, 0.553], [-0.234, -1.214, -0.059], [-1.068, -1.955, 0.761]], "smiles": "N#CC(=O)Cl.Cl", "gap_ha": 0.409, "homo_ev": -11.94, "spin_multiplicity": 1, "relative_energy_kcal_mol": 10.8, "lumo_ev": -0.807, "largest_force_ev_per_a": 2.7}

***

Record 2
{"formula": "FH3O3P", "method": "the ωB97M-V functional and the def2-TZVPD basis", "symbols": ["O", "O", "O", "F", "P", "H", "H", "H"], "xyz": [[1.169, -0.993, -0.068], [-1.083, -0.847, 0.784], [-0.374, 0.541, -1.363], [0.373, 1.764, 1.764], [0.005, -0.012, 0.045], [2.064, -1.151, -0.358], [-1.861, -0.591, 1.174], [-0.293, 1.290, -1.978]], "gap_ha": [0.371, 0.329], "homo_ev": [-18.12, -16.81], "spin_multiplicity": 1, "charge": 1, "relative_energy_kcal_mol": 131.1, "lumo_ev": [-8.033, -7.870], "largest_force_ev_per_a": 5.4}

***

Record 3
{"formula": "C23H39ClF2MnN6O7P2", "method": "the ωB97M-V functional and the def2-TZVPD basis", "symbols": ["Mn", "F", "C", "C", "C", "C", "C", "F", "C", "C", "C", "C", "C", "C", "N", "H", "H", "H", "H", "H", "H", "C", "N", "C", "P", "O", "O", "P", "O", "N", "C", "C", "N", "C", "C", "N", "C", "C", "H", "H", "H", "H", "H", "H", "H", "H", "H", "H", "H", "H", "H", "H", "H", "H", "H", "H", "H", "H", "H", "H", "H", "H", "O", "Cl", "O", "O", "O", "C", "C", "C", "C", "N", "H", "H", "H", "H", "H", "H", "H", "H", "H"], "xyz": [[10.598, 10.472, 11.135], [10.481, 7.497, 6.733], [10.935, 7.748, 8.001], [11.202, 9.018, 8.507], [11.363, 8.967, 9.920], [11.832, 7.913, 10.685], [11.783, 6.703, 9.994], [12.407, 5.563, 10.394], [11.222, 6.583, 8.737], [12.173, 8.185, 12.078], [12.766, 7.372, 13.019], [13.173, 7.882, 14.256], [12.909, 9.195, 14.522], [12.149, 9.945, 13.653], [11.865, 9.473, 12.431], [10.710, 10.268, 6.990], [11.073, 5.617, 8.266], [12.780, 6.292, 12.813], [13.732, 7.198, 14.905], [13.327, 9.702, 15.369], [11.899, 10.937, 13.974], [11.928, 15.428, 10.700], [10.527, 15.079, 10.808], [9.597, 15.629, 9.775], [10.092, 13.722, 11.695], [10.959, 12.475, 11.661], [8.619, 13.314, 11.018], [8.036, 12.270, 9.972], [9.062, 11.220, 9.709], [7.504, 13.090, 8.610], [6.151, 13.797, 8.495], [8.418, 13.277, 7.459], [6.671, 11.907, 10.867], [6.573, 12.304, 12.315], [5.510, 11.108, 10.491], [9.842, 14.099, 13.295], [9.286, 13.208, 14.330], [10.183, 15.352, 13.870], [11.987, 16.532, 10.518], [12.349, 14.754, 9.923], [12.523, 15.125, 11.595], [9.300, 14.830, 9.133], [10.066, 16.470, 9.207], [8.712, 16.051, 10.229], [6.221, 14.868, 8.770], [5.474, 13.299, 9.165], [5.759, 13.683, 7.397], [9.361, 12.915, 7.812], [8.512, 14.306, 7.087], [8.148, 12.558, 6.655], [6.637, 11.408, 12.997], [5.567, 12.765, 12.503], [7.372, 13.000, 12.550], [5.433, 10.924, 9.428], [4.595, 11.571, 10.893], [5.619, 10.094, 10.906], [10.129, 12.643, 14.729], [8.559, 12.489, 13.947], [8.889, 13.871, 15.120], [9.277, 15.949, 14.115], [10.649, 15.929, 13.093], [10.862, 15.255, 14.750], [6.853, 9.331, 13.072], [8.296, 9.094, 12.852], [8.451, 8.566, 11.502], [8.933, 8.252, 13.841], [9.000, 10.504, 12.891], [13.512, 9.823, 6.860], [12.594, 10.893, 7.577], [13.275, 11.224, 8.895], [12.447, 12.250, 6.819], [11.246, 10.260, 7.819], [14.568, 10.107, 6.697], [13.001, 9.487, 5.935], [13.620, 9.012, 7.591], [14.308, 11.641, 8.730], [13.402, 10.337, 9.557], [12.810, 12.049, 9.457], [13.424, 12.781, 6.865], [11.743, 12.836, 7.449], [12.157, 12.173, 5.762]], "gap_ha": [0.085, 0.144], "homo_ev": [2.17, 0.67], "spin_multiplicity": 6, "charge": -2, "lumo_ev": [4.488, 4.593], "largest_force_ev_per_a": 3.1}

***

Record 4
{"formula": "C23H29BrF6IN3O8PS2W", "method": "the ωB97M-V functional and the def2-TZVPD basis", "symbols": ["W", "F", "C", "F", "F", "S", "O", "O", "N", "S", "O", "O", "C", "F", "F", "F", "Br", "C", "C", "C", "C", "C", "C", "N", "C", "C", "C", "C", "C", "C", "N", "H", "H", "H", "H", "H", "H", "H", "H", "H", "I", "C", "H", "H", "C", "C", "C", "C", "O", "P", "O", "O", "O", "C", "C", "C", "C", "H", "H", "H", "H", "H", "H", "H", "H", "H", "H", "H", "H", "H", "H", "H", "H", "H", "H"], "xyz": [[-0.154, -0.316, 0.083], [-0.269, 0.224, 5.214], [0.813, -0.426, 4.799], [0.487, -1.696, 4.626], [1.756, -0.324, 5.710], [1.323, 0.370, 3.182], [0.345, -0.160, 2.205], [1.236, 1.771, 3.390], [2.766, -0.141, 2.906], [3.336, -0.061, 1.442], [2.243, 0.185, 0.480], [4.301, -1.030, 1.107], [4.218, 1.604, 1.350], [5.000, 1.840, 2.386], [3.295, 2.569, 1.284], [4.930, 1.653, 0.233], [-0.449, -4.367, -6.481], [-0.262, -3.091, -5.096], [0.495, -1.946, -5.312], [0.585, -0.983, -4.326], [-0.088, -1.151, -3.110], [-0.822, -2.321, -2.908], [-0.907, -3.292, -3.882], [-0.097, -0.163, -2.104], [-0.212, 1.098, -2.559], [-0.073, 2.148, -1.643], [-0.149, 3.512, -1.984], [0.145, 4.460, -1.038], [0.515, 4.038, 0.248], [0.506, 2.694, 0.542], [0.201, 1.737, -0.352], [1.012, -1.818, -6.249], [1.198, -0.110, -4.488], [-1.372, -2.422, -1.980], [-1.478, -4.192, -3.711], [-0.388, 1.289, -3.610], [-0.426, 3.775, -2.993], [0.102, 5.512, -1.270], [0.804, 4.739, 1.013], [0.766, 2.357, 1.533], [1.732, -2.852, 1.601], [0.984, -2.121, -0.346], [0.542, -3.038, -0.748], [1.921, -1.974, -0.911], [-1.742, -3.650, 2.176], [-2.758, -2.598, 1.745], [-3.241, -2.862, 0.324], [-3.903, -2.509, 2.744], [-2.021, -1.308, 1.707], [-2.802, 0.006, 1.058], [-4.254, 0.011, 1.094], [-2.100, 0.004, -0.341], [-1.990, 1.156, 1.830], [-2.698, 2.318, 2.426], [-1.686, 3.062, 3.301], [-3.178, 3.180, 1.263], [-3.871, 1.878, 3.292], [-2.255, -4.571, 2.438], [-1.179, -3.317, 3.045], [-1.044, -3.872, 1.371], [-3.498, -3.907, 0.183], [-2.419, -2.601, -0.354], [-4.101, -2.240, 0.092], [-4.394, -3.476, 2.811], [-4.633, -1.771, 2.428], [-3.533, -2.236, 3.728], [-0.678, 2.982, 2.912], [-1.681, 2.660, 4.312], [-1.956, 4.115, 3.346], [-2.340, 3.630, 0.732], [-3.827, 3.969, 1.633], [-3.747, 2.565, 0.567], [-3.559, 1.108, 3.994], [-4.689, 1.498, 2.691], [-4.225, 2.739, 3.852]], "gap_ha": [0.232, 0.224], "homo_ev": [-11.50, -11.53], "spin_multiplicity": 3, "charge": 1, "relative_energy_kcal_mol": 55.0, "lumo_ev": [-5.188, -5.443], "largest_force_ev_per_a": 3.5}

***

Record 5
{"formula": "C30H68NO13P", "method": "the ωB97M-V functional and the def2-TZVPD basis", "symbols": ["C", "O", "C", "C", "C", "C", "C", "C", "C", "C", "C", "P", "O", "O", "O", "C", "O", "C", "C", "C", "C", "N", "C", "O", "H", "H", "H", "H", "H", "H", "H", "H", "H", "H", "H", "H", "H", "H", "H", "H", "H", "H", "H", "H", "H", "H", "H", "H", "H", "H", "C", "C", "O", "H", "H", "H", "H", "H", "H", "C", "C", "O", "H", "H", "H", "H", "H", "H", "C", "C", "O", "H", "H", "H", "H", "H", "H", "C", "C", "O", "H", "H", "H", "H", "H", "H", "C", "C", "O", "H", "H", "H", "H", "H", "H", "C", "C", "O", "H", "H", "H", "H", "H", "H", "C", "C", "O", "H", "H", "H", "H", "H", "H"], "xyz": [[3.729, -7.635, 0.070], [2.339, -7.274, -0.161], [1.965, -6.128, 0.656], [0.447, -5.787, 0.246], [0.414, -5.338, -1.304], [0.133, -3.765, -1.500], [1.484, -2.954, -1.152], [1.387, -2.464, 0.386], [2.520, -1.377, 0.697], [3.864, -1.968, 1.298], [3.923, -2.366, 2.649], [2.548, -2.344, 3.914], [3.037, -1.708, 5.226], [1.107, -1.608, 3.434], [2.177, -3.983, 4.295], [5.350, -2.911, 3.159], [5.468, -3.252, 4.365], [6.624, -3.028, 2.233], [6.515, -2.647, 0.874], [7.810, -2.826, -0.039], [7.859, -4.325, -0.645], [7.301, -4.401, -2.027], [5.117, -2.096, 0.342], [5.079, -1.813, -0.884], [4.218, -8.007, -0.896], [4.275, -6.742, 0.529], [3.733, -8.502, 0.823], [2.681, -5.248, 0.495], [2.044, -6.476, 1.749], [-0.062, -5.055, 0.951], [-0.134, -6.773, 0.328], [-0.436, -5.938, -1.797], [1.414, -5.559, -1.815], [-0.676, -3.457, -0.758], [-0.253, -3.520, -2.557], [1.540, -2.031, -1.833], [2.434, -3.574, -1.296], [1.345, -3.321, 1.133], [0.379, -1.910, 0.457], [2.751, -0.853, -0.302], [2.128, -0.534, 1.376], [0.582, -2.335, 3.010], [2.870, -4.511, 3.827], [7.608, -3.429, 2.639], [7.766, -2.091, -0.904], [8.772, -2.701, 0.574], [7.283, -5.069, 0.009], [8.945, -4.698, -0.685], [7.410, -3.493, -2.509], [7.844, -5.061, -2.601], [-2.879, 0.784, -0.717], [-1.807, -0.253, -0.985], [-0.597, 0.106, -0.325], [-2.555, 1.769, -1.062], [-3.811, 0.521, -1.224], [-3.074, 0.870, 0.356], [-1.599, -0.321, -2.055], [-2.121, -1.241, -0.631], [-0.786, 0.155, 0.622], [-1.842, 5.554, 0.428], [-2.113, 5.214, -1.024], [-3.268, 4.389, -1.126], [-1.693, 4.643, 1.015], [-0.954, 6.183, 0.522], [-2.694, 6.080, 0.868], [-1.269, 4.669, -1.453], [-2.275, 6.120, -1.614], [-4.013, 4.882, -0.751], [-1.935, 7.949, -4.940], [-2.051, 8.982, -3.837], [-1.557, 8.450, -2.611], [-2.495, 7.047, -4.682], [-2.316, 8.343, -5.885], [-0.892, 7.648, -5.080], [-3.095, 9.264, -3.686], [-1.482, 9.883, -4.084], [-0.631, 8.211, -2.749], [1.400, -11.637, 2.698], [1.866, -10.421, 1.921], [2.799, -10.804, 0.917], [2.249, -12.142, 3.164], [0.687, -11.354, 3.476], [0.923, -12.362, 2.031], [2.360, -9.709, 2.586], [1.021, -9.916, 1.442], [2.353, -11.426, 0.328], [-0.493, 9.195, 1.094], [-1.798, 9.958, 0.978], [-1.969, 10.435, -0.348], [0.351, 9.835, 0.825], [-0.346, 8.826, 2.112], [-0.482, 8.346, 0.406], [-1.799, 10.819, 1.650], [-2.649, 9.318, 1.235], [-1.976, 9.665, -0.936], [-6.726, 2.866, 1.140], [-6.768, 1.589, 0.324], [-6.432, 1.864, -1.029], [-7.423, 3.603, 0.733], [-6.987, 2.672, 2.183], [-5.729, 3.314, 1.105], [-7.770, 1.155, 0.344], [-6.064, 0.848, 0.718], [-5.541, 2.239, -1.037], [-7.847, 7.426, -1.098], [-6.768, 6.395, -1.363], [-5.562, 6.761, -0.698], [-7.526, 8.413, -1.441], [-8.775, 7.160, -1.607], [-8.046, 7.511, -0.025], [-6.557, 6.329, -2.432], [-7.078, 5.406, -1.010], [-5.753, 6.809, 0.248]], "smiles": "COCCCCCCCC1=C(P(=O)(O)O)C(=O)C=C(CCN)C1=O.CCO.CCO.CCO.CCO.CCO.CCO.CCO", "gap_ha": 0.286, "homo_ev": -9.54, "spin_multiplicity": 1, "lumo_ev": -1.759, "largest_force_ev_per_a": 5.5}

***

Record 6
{"formula": "C11H11N3O5Tb", "method": "the ωB97M-V functional and the def2-TZVPD basis", "symbols": ["Tb", "C", "O", "C", "O", "C", "O", "C", "O", "C", "H", "H", "C", "H", "H", "C", "N", "C", "C", "C", "N", "C", "O", "N", "H", "H", "H", "H", "H", "H", "H"], "xyz": [[0.333, 1.351, -1.166], [0.337, 2.395, 0.528], [0.332, 2.943, 1.506], [0.329, 3.201, -2.018], [0.328, 4.228, -2.479], [-1.619, 1.432, -1.181], [-2.756, 1.434, -1.166], [2.296, 1.436, -1.174], [3.416, 1.447, -1.164], [0.338, -0.247, -2.761], [1.263, -0.806, -2.613], [-0.588, -0.810, -2.613], [0.335, 0.953, -3.432], [-0.592, 1.367, -3.838], [1.260, 1.371, -3.837], [1.418, -3.269, 1.654], [0.421, -2.179, 1.596], [-0.588, -2.106, 2.486], [-1.464, -1.072, 2.472], [-1.339, -0.018, 1.519], [-0.354, -0.133, 0.598], [0.540, -1.184, 0.630], [1.499, -1.241, -0.199], [-2.191, 1.043, 1.647], [1.191, -3.955, 2.488], [2.419, -2.846, 1.822], [1.408, -3.840, 0.714], [-0.683, -2.884, 3.250], [-2.248, -1.013, 3.224], [-2.934, 1.060, 2.367], [-2.105, 1.940, 1.139]], "gap_ha": [0.163, 0.174], "homo_ev": [-19.32, -19.33], "spin_multiplicity": 7, "charge": 3, "relative_energy_kcal_mol": 289.9, "lumo_ev": [-14.875, -14.584], "largest_force_ev_per_a": 15.2}

***

Record 7
{"formula": "C5H7NO", "method": "the ωB97M-V functional and the def2-TZVPD basis", "symbols": ["H", "N", "C", "C", "C", "C", "C", "O", "H", "H", "H", "H", "H", "H"], "xyz": [[-0.662, 0.524, -3.291], [0.192, 0.461, -2.733], [-0.138, 0.144, -1.569], [0.789, -0.044, -0.501], [0.110, -0.441, 0.571], [0.873, 0.219, 1.666], [-1.280, -0.447, 0.311], [-1.365, -0.087, -1.060], [1.844, 0.049, -0.721], [0.204, 0.737, 2.328], [1.287, -0.637, 2.199], [1.710, 0.850, 1.391], [-1.916, 0.200, 0.911], [-1.652, -1.468, 0.417]], "smiles": "[H]/N=C1/C=C(C)CO1", "gap_ha": 0.348, "homo_ev": -8.97, "spin_multiplicity": 1, "relative_energy_kcal_mol": 58.0, "lumo_ev": 0.497, "largest_force_ev_per_a": 5.6}

***

Record 8
{"formula": "C32H32I2N5O3SSiTc", "method": "the ωB97M-V functional and the def2-TZVPD basis", "symbols": ["Tc", "I", "C", "C", "C", "I", "C", "O", "C", "C", "N", "C", "C", "C", "C", "C", "C", "N", "C", "H", "H", "H", "H", "H", "H", "H", "H", "H", "H", "H", "N", "C", "C", "C", "C", "C", "C", "S", "N", "C", "C", "C", "C", "C", "C", "N", "H", "H", "H", "H", "H", "H", "H", "H", "H", "C", "Si", "C", "C", "C", "C", "H", "H", "H", "H", "H", "H", "H", "H", "H", "C", "C", "O", "O", "H", "H", "H"], "xyz": [[-0.055, -0.415, 0.770], [-1.599, -5.636, 5.415], [-1.159, -3.755, 4.598], [0.060, -3.157, 4.883], [0.359, -1.944, 4.292], [2.207, -1.005, 4.598], [-0.529, -1.320, 3.403], [-0.195, -0.202, 2.751], [-1.776, -1.918, 3.179], [-2.734, -1.204, 2.270], [-2.232, -1.172, 0.868], [-3.281, -0.682, -0.075], [-3.253, 0.810, -0.142], [-4.143, 1.629, 0.436], [-4.042, 3.064, 0.216], [-2.902, 3.585, -0.244], [-1.721, 2.675, -0.420], [-2.172, 1.361, -0.846], [-2.077, -3.138, 3.766], [0.768, -3.641, 5.542], [-2.861, -0.169, 2.595], [-3.706, -1.702, 2.303], [-2.029, -2.141, 0.628], [-4.261, -1.022, 0.260], [-3.083, -1.087, -1.068], [-4.967, 1.227, 1.009], [-4.914, 3.678, 0.398], [-2.782, 4.638, -0.462], [-1.013, 3.050, -1.155], [-3.031, -3.611, 3.565], [3.725, 1.301, 1.170], [4.762, 0.356, 1.312], [6.038, 0.787, 1.634], [7.076, -0.125, 1.751], [6.837, -1.474, 1.558], [5.554, -1.911, 1.256], [4.524, -0.998, 1.127], [2.911, -1.605, 0.716], [1.954, -0.187, 0.812], [2.426, 1.014, 1.000], [1.407, 2.060, 1.050], [1.703, 3.367, 1.355], [0.640, 4.276, 1.627], [-0.630, 3.864, 1.501], [-0.974, 2.516, 0.969], [0.148, 1.591, 0.867], [3.977, 2.260, 1.324], [6.215, 1.845, 1.797], [8.071, 0.225, 1.991], [7.641, -2.192, 1.641], [5.354, -2.967, 1.117], [2.722, 3.707, 1.460], [0.868, 5.269, 1.989], [-1.461, 4.494, 1.788], [-1.730, 2.053, 1.617], [-2.845, -0.552, -5.743], [-1.322, 0.286, -5.035], [-1.071, 2.020, -5.708], [0.197, -0.789, -5.287], [-1.676, 0.593, -3.239], [-1.870, 0.941, -2.098], [-2.774, -0.640, -6.829], [-3.743, 0.024, -5.511], [-2.975, -1.557, -5.337], [-0.989, 2.034, -6.797], [-0.164, 2.470, -5.298], [-1.916, 2.652, -5.427], [0.580, -0.672, -6.303], [-0.036, -1.845, -5.142], [0.994, -0.516, -4.592], [0.535, -3.474, -1.775], [0.307, -2.357, -0.814], [0.123, -2.574, 0.430], [0.262, -1.149, -1.197], [0.686, -4.404, -1.234], [1.397, -3.256, -2.402], [-0.339, -3.557, -2.424]], "gap_ha": [0.260, 0.223], "homo_ev": [-10.29, -10.35], "spin_multiplicity": 4, "charge": 1, "relative_energy_kcal_mol": 43.5, "lumo_ev": [-3.213, -4.265], "largest_force_ev_per_a": 1.3}